Entry 1:
{"formula": "C43H45N6O2PdTe", "method": "wB97M-V/def2-TZVPD", "total_charge": -2, "spin_multiplicity": 2, "de_lowest_kj_mol": 0.0, "symbols": ["Pd", "N", "C", "N", "C", "N", "C", "C", "C", "C", "C", "C", "C", "C", "C", "C", "H", "H", "H", "H", "H", "H", "H", "H", "H", "H", "H", "H", "C", "C", "C", "C", "C", "C", "Te", "N", "C", "O", "C", "C", "C", "C", "C", "C", "C", "C", "C", "C", "C", "C", "C", "C", "C", "C", "C", "C", "H", "H", "H", "H", "H", "H", "H", "H", "H", "H", "H", "H", "H", "H", "H", "H", "H", "H", "H", "H", "H", "H", "H", "H", "H", "H", "H", "N", "C", "O", "C", "C", "C", "C", "N", "C", "H", "H", "H", "H", "H", "H"], "positions_angstrom": [[0.960, -2.358, -1.169], [-2.737, -7.049, -1.285], [-1.643, -6.651, -1.380], [-0.386, -6.328, -1.543], [0.292, -5.300, -1.159], [1.041, -4.474, -0.800], [5.037, -1.850, -2.677], [3.951, -1.866, -1.577], [4.442, -2.763, -0.432], [2.670, -2.431, -2.147], [3.727, -0.423, -1.115], [4.173, 0.062, 0.111], [3.932, 1.381, 0.498], [3.265, 2.248, -0.354], [2.828, 1.778, -1.591], [3.052, 0.462, -1.962], [5.216, -2.869, -3.040], [5.979, -1.447, -2.283], [4.723, -1.230, -3.520], [4.435, -3.802, -0.769], [3.776, -2.695, 0.428], [5.463, -2.502, -0.122], [2.805, -3.297, -2.791], [4.695, -0.599, 0.797], [4.252, 1.722, 1.478], [3.066, 3.271, -0.053], [2.303, 2.442, -2.269], [2.658, 0.084, -2.898], [-0.516, 5.388, 4.336], [-0.624, 4.432, 3.170], [-0.204, 4.794, 1.898], [-0.255, 3.898, 0.821], [0.250, 4.384, -0.526], [-0.757, 2.597, 0.988], [-0.189, 0.999, -0.598], [0.380, -0.692, -2.147], [-0.453, -0.978, -3.156], [-0.880, -2.096, -3.531], [-0.982, 0.219, -3.942], [-2.186, 0.096, -4.626], [-2.732, 1.178, -5.313], [-2.071, 2.400, -5.327], [-0.844, 2.518, -4.686], [-0.302, 1.432, -4.005], [-2.245, 0.357, -0.580], [-2.597, -0.970, -0.249], [-1.580, -2.064, -0.059], [-3.939, -1.303, -0.062], [-4.955, -0.372, -0.210], [-6.402, -0.745, 0.012], [-4.602, 0.913, -0.603], [-3.275, 1.288, -0.806], [-3.007, 2.690, -1.297], [-1.211, 2.246, 2.281], [-1.829, 0.887, 2.536], [-1.139, 3.150, 3.341], [-0.243, 6.389, 3.994], [0.250, 5.057, 5.045], [-1.460, 5.458, 4.884], [0.193, 5.796, 1.738], [0.295, 5.478, -0.550], [-0.386, 4.036, -1.340], [1.256, 3.998, -0.727], [-2.680, -0.868, -4.600], [-3.674, 1.068, -5.839], [-2.504, 3.251, -5.841], [-0.308, 3.461, -4.716], [0.666, 1.505, -3.528], [-1.129, -2.285, -1.031], [-2.029, -2.992, 0.293], [-0.826, -1.747, 0.658], [-4.188, -2.326, 0.211], [-6.486, -1.733, 0.468], [-6.950, -0.765, -0.935], [-6.898, -0.022, 0.665], [-5.386, 1.651, -0.767], [-3.921, 3.130, -1.703], [-2.246, 2.669, -2.083], [-2.633, 3.330, -0.496], [-1.160, 0.089, 2.207], [-2.755, 0.774, 1.968], [-2.050, 0.743, 3.598], [-1.483, 2.845, 4.329], [1.514, -3.537, 6.397], [1.529, -4.013, 5.094], [1.502, -5.194, 4.882], [1.627, -2.979, 4.021], [1.882, -1.648, 4.285], [1.914, -0.752, 3.233], [1.689, -1.223, 1.950], [1.451, -2.497, 1.679], [1.429, -3.351, 2.696], [1.272, -4.281, 7.033], [0.962, -2.706, 6.550], [2.093, -1.322, 5.296], [2.106, 0.303, 3.387], [1.706, -0.554, 1.098], [1.229, -4.393, 2.463]], "forces_ev_per_angstrom": [[0.3, -0.1, -1.2], [0.4, 0.1, 0.0], [-0.1, 0.3, 0.2], [0.2, -0.1, -0.3], [-0.3, -0.4, 0.4], [-0.3, -0.1, 0.2], [0.0, 0.0, 0.1], [-0.1, 0.3, -0.1], [0.0, 0.0, 0.0], [-0.3, 0.2, 0.4], [0.1, 0.0, 0.1], [0.0, 0.0, 0.1], [0.0, 0.0, 0.0], [0.0, -0.1, 0.0], [0.3, 0.0, 0.0], [0.1, 0.0, 0.0], [0.0, 0.1, 0.0], [-0.1, 0.0, 0.0], [0.0, -0.1, 0.0], [0.0, 0.0, 0.0], [0.0, 0.0, 0.0], [-0.1, 0.0, 0.0], [0.0, -0.1, -0.1], [-0.1, 0.1, -0.1], [0.0, 0.0, -0.1], [0.1, -0.1, 0.0], [0.0, 0.0, 0.1], [0.0, 0.0, 0.1], [0.0, -0.1, -0.1], [0.0, 0.1, 0.0], [0.0, -0.1, 0.0], [-0.1, 0.0, 0.0], [0.1, -0.1, 0.2], [0.3, -0.2, 0.3], [-0.5, 0.3, 0.1], [-0.5, 0.0, -0.3], [0.2, -0.1, 0.4], [0.2, 0.2, 0.1], [0.1, 0.1, 0.1], [-0.2, 0.1, -0.1], [0.1, -0.1, 0.1], [0.0, 0.0, 0.0], [0.1, -0.1, 0.0], [0.0, 0.1, -0.2], [0.0, -0.3, 0.0], [0.0, 0.2, 0.0], [-0.2, 0.2, 0.2], [0.0, 0.0, 0.0], [0.0, 0.0, 0.0], [0.1, 0.0, 0.0], [0.0, 0.0, 0.0], [0.1, 0.0, -0.1], [0.0, -0.1, 0.0], [-0.2, 0.0, -0.1], [0.1, 0.2, 0.1], [0.0, 0.0, -0.1], [0.0, 0.0, 0.0], [0.0, 0.0, 0.0], [0.0, 0.0, 0.0], [0.0, 0.0, 0.0], [0.0, -0.1, 0.0], [0.0, 0.0, 0.0], [-0.2, 0.1, 0.0], [0.0, 0.0, 0.0], [0.0, 0.0, 0.0], [0.0, 0.0, 0.0], [0.0, 0.0, 0.0], [-0.1, 0.0, 0.1], [0.0, -0.1, -0.3], [-0.1, 0.0, 0.0], [0.2, 0.0, 0.1], [0.0, 0.1, 0.0], [0.0, 0.1, 0.0], [0.0, 0.0, 0.0], [0.0, 0.0, 0.0], [0.1, 0.0, 0.0], [0.0, 0.0, 0.0], [0.0, 0.0, 0.0], [0.0, 0.0, 0.0], [0.0, 0.0, 0.0], [0.0, 0.0, 0.1], [0.0, 0.0, -0.1], [0.0, 0.0, -0.1], [-0.3, 0.1, 0.2], [0.1, 0.9, -0.1], [0.1, -1.1, -0.3], [-0.1, -0.4, 0.0], [0.2, 0.5, 0.1], [0.0, 0.2, 0.2], [0.1, 0.3, -0.1], [0.0, -0.4, 0.3], [-0.2, -0.3, -0.2], [0.0, 0.0, 0.1], [0.2, 0.1, 0.0], [0.0, 0.1, 0.0], [0.0, 0.0, 0.0], [0.0, 0.0, 0.0], [0.0, 0.1, -0.1]], "lowdin_spin": [0.026, 0.000, 0.000, 0.000, 0.000, 0.010, 0.017, 0.089, 0.042, 0.696, 0.009, 0.000, 0.001, 0.000, 0.001, 0.013, 0.000, 0.001, 0.004, 0.003, 0.001, 0.008, 0.044, 0.000, 0.000, 0.000, 0.000, 0.010, 0.000, 0.000, 0.000, 0.000, 0.000, 0.001, 0.001, 0.021, 0.000, -0.001, 0.001, 0.000, 0.000, 0.000, 0.000, 0.000, 0.000, 0.000, -0.002, 0.000, 0.000, 0.000, 0.000, 0.000, 0.000, 0.000, 0.000, 0.000, 0.000, 0.000, 0.000, 0.000, 0.000, 0.000, 0.000, 0.000, 0.000, 0.000, 0.000, 0.000, -0.001, 0.000, 0.000, 0.000, 0.000, 0.000, 0.000, 0.000, 0.000, 0.000, 0.000, 0.000, 0.000, 0.000, 0.000, 0.000, 0.000, 0.000, 0.000, 0.000, 0.000, 0.001, 0.002, 0.000, 0.000, 0.000, 0.000, 0.000, 0.000, 0.000]}

Entry 2:
{"formula": "C43H46As2F6N6O6PPdS3", "method": "wB97M-V/def2-TZVPD", "total_charge": -2, "e_tot_ha": -9180.3510, "spin_multiplicity": 2, "symbols": ["Pd", "N", "C", "C", "C", "C", "C", "C", "S", "O", "O", "N", "C", "S", "C", "C", "N", "H", "H", "H", "H", "H", "H", "H", "H", "F", "As", "F", "F", "F", "F", "F", "C", "C", "As", "C", "C", "C", "C", "C", "C", "C", "C", "C", "C", "C", "C", "P", "C", "C", "C", "C", "C", "C", "C", "C", "C", "C", "C", "C", "H", "H", "H", "H", "H", "H", "H", "H", "H", "H", "H", "H", "H", "H", "H", "H", "H", "H", "H", "H", "H", "H", "H", "H", "C", "C", "S", "O", "O", "C", "C", "N", "C", "N", "C", "C", "N", "O", "O", "C", "H", "H", "H", "H", "H", "H", "H", "H", "H", "H", "H", "H", "H", "H"], "positions_angstrom": [[-1.707, 0.047, -0.334], [1.851, 8.070, -0.291], [1.380, 6.916, 0.358], [1.827, 5.653, -0.044], [1.452, 4.507, 0.662], [0.664, 4.632, 1.808], [0.271, 5.891, 2.264], [0.646, 7.029, 1.545], [0.242, 3.157, 2.730], [1.523, 2.500, 2.953], [-0.519, 3.576, 3.896], [-0.634, 2.257, 1.724], [-1.810, 2.563, 1.297], [-2.790, 3.994, 1.666], [-4.055, 3.419, 0.651], [-3.649, 2.256, 0.133], [-2.435, 1.736, 0.442], [2.064, 7.904, -1.269], [1.232, 8.865, -0.166], [2.464, 5.547, -0.918], [1.779, 3.524, 0.329], [-0.322, 5.990, 3.169], [0.351, 8.006, 1.917], [-4.994, 3.920, 0.482], [-4.326, 1.737, -0.542], [-3.220, -0.906, 0.320], [-4.664, -1.813, 0.945], [-4.561, -0.899, 2.511], [-3.567, -3.094, 1.620], [-6.109, -2.721, 1.570], [-4.768, -2.728, -0.622], [-5.762, -0.532, 0.270], [0.604, -1.704, 2.767], [-0.171, -2.853, 3.413], [0.623, -3.595, 5.095], [2.464, -3.809, 4.441], [2.934, -5.110, 4.214], [4.239, -5.321, 3.758], [5.085, -4.233, 3.531], [4.628, -2.933, 3.761], [3.324, -2.720, 4.217], [0.861, -1.937, 6.127], [-0.036, -0.863, 6.007], [0.154, 0.302, 6.757], [1.233, 0.398, 7.639], [2.120, -0.672, 7.777], [1.932, -1.838, 7.027], [-0.332, -1.018, 1.297], [-0.121, -2.432, 0.117], [1.128, -3.025, -0.142], [1.227, -4.096, -1.036], [0.084, -4.584, -1.674], [-1.160, -4.002, -1.419], [-1.262, -2.931, -0.527], [0.939, 0.213, 0.735], [1.277, 1.260, 1.608], [2.223, 2.219, 1.236], [2.839, 2.143, -0.015], [2.503, 1.113, -0.896], [1.554, 0.152, -0.528], [1.602, -2.039, 2.441], [0.732, -0.883, 3.494], [-0.258, -3.685, 2.684], [-1.197, -2.510, 3.660], [2.286, -5.959, 4.389], [4.594, -6.329, 3.583], [6.095, -4.398, 3.178], [5.285, -2.091, 3.587], [2.991, -1.706, 4.393], [-0.881, -0.919, 5.336], [-0.536, 1.129, 6.656], [1.379, 1.300, 8.220], [2.953, -0.600, 8.465], [2.624, -2.662, 7.144], [2.026, -2.660, 0.335], [2.190, -4.546, -1.235], [0.162, -5.413, -2.366], [-2.046, -4.381, -1.912], [-2.232, -2.489, -0.336], [0.806, 1.337, 2.580], [2.478, 3.020, 1.918], [3.571, 2.886, -0.302], [2.976, 1.061, -1.868], [1.308, -0.623, -1.237], [0.408, 1.864, -9.172], [0.144, 1.174, -7.848], [-0.611, -0.428, -8.084], [-1.929, -0.222, -8.653], [0.364, -1.276, -8.739], [-0.816, -1.042, -6.423], [-2.094, -0.523, -5.789], [-2.200, -0.881, -4.382], [-1.805, -0.068, -3.329], [-2.070, -0.637, -2.169], [-2.655, -1.840, -2.458], [-2.735, -2.012, -3.816], [-3.262, -3.134, -4.513], [-3.920, -3.939, -3.846], [-3.006, -3.231, -5.717], [-1.179, 1.272, -3.490], [0.881, 2.837, -9.007], [-0.524, 2.027, -9.724], [1.070, 1.265, -9.805], [-0.532, 1.775, -7.233], [1.082, 1.019, -7.307], [0.076, -0.759, -5.854], [-0.821, -2.133, -6.491], [-2.991, -0.883, -6.303], [-2.145, 0.570, -5.855], [-2.978, -2.514, -1.674], [-0.339, 1.234, -4.190], [-0.797, 1.631, -2.529], [-1.913, 1.997, -3.854], [-0.362, 0.893, -0.915]], "forces_ev_per_angstrom": [[4.4, 3.7, -2.8], [-0.3, 0.1, -0.3], [0.7, -0.2, 0.7], [-0.5, -0.2, 0.4], [-0.8, 1.9, -0.7], [-0.1, 0.2, 0.2], [0.2, 0.1, -0.4], [-0.3, -0.4, 0.0], [-1.9, 2.9, 1.3], [-3.5, 7.7, 12.6], [0.2, 0.1, -0.3], [1.5, 1.2, 1.8], [-2.0, 0.3, -0.8], [0.4, 0.2, 0.5], [0.4, 0.3, 0.2], [-1.6, -0.9, -1.4], [-0.4, 3.2, 2.0], [-0.1, 0.2, 0.2], [0.2, -0.2, -0.2], [-0.1, 0.1, 0.0], [-1.1, 1.8, -0.5], [0.1, -0.1, -0.1], [0.0, 0.0, -0.1], [0.1, 0.0, 0.1], [0.4, -0.3, 0.1], [-4.7, -2.5, 1.9], [-2.1, -1.1, 0.9], [0.1, -1.0, -2.0], [-1.1, 1.7, -0.8], [1.7, 1.1, -0.7], [0.2, 1.2, 2.2], [1.5, -1.4, 0.7], [0.1, 0.0, 0.2], [-0.2, 0.1, -0.1], [-0.2, 0.1, -0.4], [0.3, 0.1, 0.1], [0.4, 0.5, -0.1], [-0.1, 0.5, 0.0], [-0.4, 0.0, 0.2], [-0.4, -0.4, 0.1], [0.4, -0.6, -0.1], [0.1, 0.3, -0.1], [0.5, 0.0, 0.5], [0.3, -0.4, 0.1], [-0.1, -0.4, -0.2], [-0.4, -0.1, -0.3], [-0.4, 0.5, 0.0], [1.2, -0.4, 0.2], [0.3, -0.3, 0.2], [-0.5, -0.5, -0.4], [-0.3, 0.4, 0.2], [-0.3, 0.4, 0.3], [0.6, -0.3, 0.3], [1.0, -0.7, 0.6], [1.4, -0.9, -0.7], [0.7, -5.9, -4.3], [3.6, -2.9, -3.8], [0.3, -2.0, -0.6], [0.0, 0.3, 0.3], [0.5, 0.2, 0.6], [-0.3, 0.2, 0.1], [0.0, -0.2, -0.4], [-0.1, 0.3, 0.6], [0.4, -0.4, -0.1], [-0.1, 0.0, 0.0], [0.0, 0.0, 0.0], [0.0, 0.0, 0.0], [0.0, 0.0, 0.0], [-0.1, 0.0, 0.0], [0.0, 0.0, -0.1], [0.0, 0.0, -0.1], [0.0, 0.0, 0.0], [0.0, 0.0, 0.0], [0.1, 0.0, -0.1], [0.1, 0.1, 0.1], [0.1, 0.0, 0.0], [0.0, 0.0, 0.0], [0.0, 0.0, -0.1], [0.9, -0.5, 0.5], [0.4, -4.7, -2.1], [1.8, -0.4, -2.3], [0.1, 0.1, -0.1], [0.0, -0.1, -0.1], [-0.1, -0.2, 0.0], [0.0, 0.0, -0.5], [0.2, 0.3, 0.1], [-0.1, -0.5, 0.3], [0.6, 0.0, -0.1], [-0.3, 0.4, -0.1], [0.1, -0.2, 0.0], [-0.8, 0.3, 0.3], [0.6, 1.0, 0.2], [0.3, 0.1, -0.1], [0.2, -1.1, -2.4], [-0.9, -0.4, 0.0], [-1.0, -1.7, -0.1], [1.4, 3.5, 2.7], [-1.2, -1.9, 1.3], [0.7, -0.3, -3.6], [0.0, 0.0, -0.3], [-0.1, -0.1, 0.0], [0.1, 0.0, 0.1], [-0.1, 0.1, 0.1], [0.0, -0.2, 0.0], [-0.2, -0.1, 0.0], [-0.1, 0.1, -0.1], [-0.2, 0.1, -0.1], [0.5, -0.2, 0.0], [0.2, -0.1, 0.1], [-0.5, 0.6, -1.4], [0.0, 0.1, -0.1], [-0.2, -0.2, -0.2], [0.1, 0.1, -0.1], [-2.7, -1.1, 0.9]], "lowdin_spin": [-0.002, 0.000, 0.000, 0.000, 0.000, 0.000, 0.000, 0.000, 0.000, 0.000, 0.000, 0.000, 0.000, 0.000, 0.000, 0.000, 0.000, 0.000, 0.000, 0.000, 0.000, 0.000, 0.000, 0.000, 0.000, 0.001, 0.000, 0.000, 0.000, 0.000, 0.002, 0.000, 0.000, 0.000, 0.000, 0.000, 0.000, 0.000, 0.000, 0.000, 0.000, 0.000, 0.000, 0.000, 0.000, 0.000, 0.000, 0.000, 0.003, 0.001, 0.002, 0.002, 0.002, 0.000, 0.000, 0.000, 0.000, 0.000, 0.000, 0.000, 0.000, 0.000, 0.000, 0.000, 0.000, 0.000, 0.000, 0.000, 0.000, 0.000, 0.000, 0.000, 0.000, 0.000, 0.000, 0.000, 0.000, 0.001, 0.000, 0.000, 0.000, 0.000, 0.000, 0.000, 0.000, 0.000, 0.001, 0.000, 0.000, 0.002, 0.003, 0.033, 0.058, 0.000, 0.098, 0.019, 0.290, 0.241, 0.219, 0.011, 0.000, 0.000, 0.000, 0.000, 0.000, 0.000, 0.001, 0.000, 0.000, 0.004, 0.002, 0.000, 0.004, 0.000]}